# C15H9Cl2N6STl

A structure of composition C15H9Cl2N6STl (ωB97M-V with the def2-TZVPD basis set, the OMol25 dataset).

* orbital gap: 6.6 eV
* maximum force: 0.54 eV/A
* E: -65214.8195 eV

The geometry in XYZ format:
```
34
Properties=species:S:1:pos:R:3:forces:R:3
Tl 0.14321 -0.60599 -0.09462 0.2 -0.3 -0.2
N 0.31246 3.14970 2.69440 -0.1 0.1 -0.2
C 0.88417 2.36919 3.67724 0.1 -0.4 0.0
C 1.37324 2.65197 4.94650 0.0 0.1 0.1
C 1.89643 1.59177 5.65960 0.0 0.1 0.0
C 1.93285 0.29325 5.13109 0.0 -0.1 0.0
C 1.45225 0.01531 3.86917 0.0 0.0 -0.1
C 0.92579 1.07482 3.13291 0.0 0.3 0.2
N 0.39279 1.09765 1.85995 -0.2 0.1 -0.2
C 0.03787 2.33844 1.63371 0.2 -0.3 0.3
C -0.56908 2.79381 0.39319 -0.2 0.4 -0.3
C -0.94733 4.06768 0.08129 0.0 0.0 0.0
S -1.63272 4.11799 -1.48248 0.1 -0.3 0.1
C -1.36843 2.42609 -1.62785 -0.1 0.3 -0.1
N -0.81445 1.87611 -0.59894 0.1 -0.2 0.2
H 0.11015 4.13119 2.75270 0.0 0.0 0.0
H 1.34825 3.65116 5.36155 0.0 0.0 0.0
H 2.28696 1.76533 6.65338 0.0 0.0 0.0
H 2.34726 -0.50606 5.73069 0.0 0.0 0.0
H 1.46828 -0.98360 3.45370 0.0 0.0 0.1
H -0.86291 4.96713 0.66952 0.0 0.0 0.0
H -1.65544 1.88843 -2.52006 0.0 0.0 0.0
N -2.05940 -1.17805 0.76947 -0.2 0.1 0.1
C -2.93666 -1.92201 0.94822 0.2 0.2 0.0
C -3.97993 -2.79407 1.16998 -0.1 -0.1 0.0
C -3.85936 -3.78148 2.17368 0.0 -0.1 0.1
N -3.74848 -4.59137 2.98856 0.0 0.0 0.0
C -5.12618 -2.73373 0.34661 -0.1 0.0 -0.1
N -6.05233 -2.68054 -0.34039 0.0 0.0 0.0
Cl 5.02324 -2.78668 -1.24788 0.0 0.0 -0.1
C 4.32141 -2.04752 -2.69406 0.0 0.0 0.1
Cl 3.24921 -0.69727 -2.28350 0.0 0.0 -0.1
H 3.74185 -2.79869 -3.21520 0.0 0.0 0.0
H 5.12906 -1.66951 -3.30773 0.0 0.0 0.0
```
Forces are in eV/Å.